[1]
Molecular formula: C10H17N2O8P2Rh
Method: DFT, ωB97M-V/def2-TZVPD

## Properties
Charge = +2
Energy above the lowest of the compared OMol25 structures with the same formula, charge and spin = 0.0 kcal per mole
HOMO-LUMO gap (alpha / beta) = 7.257 / 7.254 eV

XYZ file:
```
40
Properties=species:S:1:pos:R:3:forces:R:3
Rh -0.165332 -0.033082 -0.089486 -1.7 0.0 1.4
C -1.486255 -2.371118 -3.357471 0.1 0.0 0.0
C -0.592750 -2.118057 -2.198398 0.3 -0.2 0.1
O -1.007062 -1.385576 -1.249504 -0.2 0.3 -0.7
N 0.604045 -2.690983 -2.130005 -0.3 0.3 0.0
C 1.473527 -2.545099 -0.966184 0.0 0.1 -0.1
C 2.261250 -1.251569 -1.016519 -0.2 0.0 -0.1
C 3.584089 -1.221010 -1.410382 0.0 -0.1 0.0
C 4.248164 -0.009912 -1.531248 0.0 0.0 0.0
C 3.559797 1.157169 -1.255173 0.0 0.1 0.0
C 2.241332 1.080974 -0.856963 0.0 -0.2 0.1
N 1.606657 -0.102263 -0.740961 1.7 -0.1 -0.5
H -2.516880 -2.388711 -3.011134 0.0 0.0 0.0
H -1.244174 -3.297873 -3.872725 0.0 0.0 0.0
H -1.380011 -1.533564 -4.051200 0.0 0.0 0.0
H 0.918576 -3.240343 -2.916423 0.0 -0.1 0.0
H 2.152344 -3.393084 -0.937266 0.0 0.0 0.0
H 0.850635 -2.611090 -0.071448 0.0 0.0 0.0
H 4.089376 -2.154513 -1.618055 0.0 0.0 0.0
H 5.286085 0.017884 -1.834081 0.0 0.0 0.0
H 4.028685 2.127229 -1.334127 0.0 0.0 0.0
H 1.664830 1.956626 -0.601844 0.0 0.1 0.0
C -3.449340 1.739075 2.690098 0.0 -0.1 0.1
C -2.001952 1.763294 2.268443 -0.3 0.3 -0.7
O -1.455694 2.952467 2.665336 0.0 -0.1 0.1
P -1.001383 0.316736 2.793944 0.1 0.1 -0.1
O -0.814055 0.354515 4.333191 -0.1 0.1 0.1
O -1.777856 -0.989063 2.350343 -0.1 -0.2 0.1
O 0.293084 0.335189 2.017585 0.1 0.2 -0.4
P -1.435578 2.565349 -0.438401 -0.5 0.3 -0.2
O -0.133823 3.198576 0.329045 0.4 0.3 0.0
O -1.950903 1.544693 0.791941 0.1 -0.4 0.8
O -0.795961 1.362549 -1.271000 0.4 -0.5 -0.1
H -3.516309 1.719454 3.778163 0.0 0.0 0.0
H -3.978396 0.887863 2.264243 0.0 0.0 0.0
H -3.926958 2.651071 2.334752 0.0 0.0 0.0
H -0.527033 3.017361 2.399533 0.0 0.0 0.0
H -0.997591 -0.402669 4.907994 0.1 0.0 -0.1
H -2.668338 -1.156110 2.697374 0.1 0.0 -0.1
H -0.038823 4.147615 0.138013 0.0 -0.2 0.1
```
Forces are in eV/Å.

=====

[2]
Molecular formula: C10H17N2PS
Method: DFT, ωB97M-V/def2-TZVPD

## Properties
Energy above the lowest of the compared OMol25 structures with the same formula, charge and spin = 14.2 kcal per mole
HOMO-LUMO gap = 8.072 eV
Structure (SMILES) = CN(C)P(S)c1ccccc1.C=NC

XYZ file:
```
31
Properties=species:S:1:pos:R:3:forces:R:3
C 2.327527 1.120844 0.906579 -1.2 -2.8 -0.2
N 0.807609 1.085594 0.843653 1.4 1.0 0.8
C 0.192950 0.618199 2.093558 1.2 -0.6 -0.5
P 0.119732 0.576953 -0.682712 0.1 1.2 0.9
S 0.908489 2.402705 -1.585094 -2.2 0.8 -1.5
C -1.632975 0.958428 -0.301471 -0.3 -0.8 0.1
C -2.229666 2.186674 0.056434 0.6 0.7 -0.7
C -3.610491 2.282855 0.188758 -0.1 -2.7 0.8
C -4.349183 1.059998 0.270155 1.3 1.1 -0.5
C -3.718884 -0.165648 0.111092 -0.2 1.4 -0.5
C -2.380697 -0.241888 -0.287304 -0.7 0.3 0.8
H 2.810500 1.187633 1.884167 -0.8 0.7 0.1
H 2.616585 0.109457 0.600688 0.3 -0.3 0.1
H 2.854946 1.687259 0.180254 -0.1 1.4 -0.5
H 0.817099 -0.258801 2.432374 -0.9 0.5 0.2
H 0.214932 1.406016 2.903384 -0.3 -0.8 -1.0
H -0.797010 0.281082 1.753483 0.1 0.2 1.2
H -0.310233 2.760571 -2.283273 1.9 -0.6 0.9
H -1.565992 3.087579 0.140883 -0.7 -0.9 -0.2
H -4.169248 3.148110 0.422990 0.0 1.2 0.0
H -5.414171 1.073987 0.419477 -0.2 0.1 0.2
H -4.397665 -0.965714 0.205727 -0.1 -1.4 0.0
H -1.987215 -1.265645 -0.421636 0.3 0.9 -0.3
C 2.526269 -0.990728 -2.261480 -0.5 1.4 -1.3
N 1.960478 -1.549584 -1.285407 0.5 -2.5 -1.4
C 1.630563 -3.006236 -1.569387 -3.0 0.9 1.4
H 2.538431 0.122979 -2.186175 0.8 -0.8 -0.2
H 2.765693 -1.436627 -3.301525 -0.3 0.4 1.7
H 2.460397 -3.641855 -1.425777 1.2 -0.6 -0.2
H 0.921389 -3.289697 -0.692146 0.9 0.3 -1.7
H 1.080339 -3.196823 -2.569347 1.1 0.5 1.6
```
Forces are in eV/Å.

=====

[3]
Molecular formula: C10H17N3
Method: DFT, ωB97M-V/def2-TZVPD

## Properties
Energy above the lowest of the compared OMol25 structures with the same formula, charge and spin = 84.0 kcal per mole
HOMO-LUMO gap = 8.540 eV
Structure (SMILES) = CCC[C@@H](c1ccccc1)N(N)N

XYZ file:
```
30
Properties=species:S:1:pos:R:3:forces:R:3
C -0.978427 1.346604 -2.460941 -1.4 1.7 -2.5
C 0.107407 0.291383 -2.435094 -0.2 -0.1 -0.7
C 1.136535 0.670358 -1.352960 -3.4 3.9 0.1
C 0.391109 0.662796 -0.030062 1.6 -0.1 3.8
C -0.415276 -0.531255 0.386326 -0.2 -1.0 0.6
C -1.664089 -0.454858 1.069212 2.6 -3.7 -1.3
C -2.287029 -1.655911 1.480228 1.0 2.5 -0.6
C -1.687283 -2.864721 1.238876 -0.2 1.3 0.1
C -0.463365 -2.974541 0.619591 -1.0 2.9 0.4
C 0.155059 -1.823300 0.221736 1.4 2.0 -1.6
N 1.818038 0.760323 1.066378 -4.4 -1.2 0.2
N 2.392844 1.980565 0.837078 1.4 0.8 -0.7
N 1.312516 0.712091 2.443230 0.7 -2.0 -1.2
H -0.756378 2.402586 -2.984250 0.1 -2.6 0.5
H -1.876989 0.913884 -2.981435 0.6 0.7 0.4
H -1.291899 1.741161 -1.528599 -0.4 -0.3 1.3
H -0.352926 -0.763593 -2.182172 0.9 2.1 -0.5
H 0.471418 0.271310 -3.500980 0.2 -0.4 1.2
H 1.864836 -0.032592 -1.327289 2.7 -1.8 0.3
H 1.512115 1.790162 -1.300353 -0.3 -2.4 -1.1
H -0.175063 1.510560 0.434720 0.6 0.1 -1.4
H -2.180988 0.396366 1.233467 -1.2 3.0 0.4
H -3.205632 -1.435319 1.994819 -0.4 -1.0 0.2
H -2.240483 -3.655711 1.569854 -1.0 -2.5 0.7
H 0.009282 -3.847635 0.476157 1.4 -3.2 -0.5
H 1.138253 -1.790800 -0.362141 -1.4 -0.6 1.1
H 2.316113 2.802089 1.467033 -0.3 -1.2 -0.2
H 3.329370 1.658105 0.686980 0.9 1.3 0.0
H 0.387005 0.301664 2.436152 0.0 -0.2 0.0
H 1.233929 1.618229 2.784439 -0.3 2.1 0.7
```
Forces are in eV/Å.